Run one
{
  "formula": "C3H4N2OS",
  "method": "the ωB97M-V functional and the def2-TZVPD basis",
  "mol_weight_g_mol": 116.14,
  "homo_lumo_gap_ha": [0.2681, 0.2681],
  "homo_ev": [-7.07, -7.07],
  "lumo_energy_ha": [0.0083, 0.0083],
  "elements": ["C", "C", "C", "N", "N", "O", "S", "H", "H", "H", "H"],
  "coordinates": [[-2.299, 0.264, 0.356], [-3.371, -0.448, 0.126], [0.418, 0.025, 0.467], [-1.742, 1.302, -0.343], [1.762, -0.059, 0.703], [-4.438, -0.932, -0.058], [-0.154, 1.315, -0.314], [-1.711, 0.166, 1.270], [2.182, -0.976, 0.803], [2.389, 0.670, 0.313], [-0.082, -0.825, 0.569]],
  "lowdin_charge": [-0.35, -0.14, -0.54, -0.42, -0.02, 0.13, 1.02, 0.09, 0.09, 0.10, 0.03]
}

***

Run two
{
  "formula": "C3H4N2OS",
  "method": "the ωB97M-V functional and the def2-TZVPD basis",
  "smiles": "C[C@H]1SN=NC1=O",
  "mol_weight_g_mol": 116.14,
  "homo_lumo_gap_ha": 0.3239,
  "homo_ev": -9.62,
  "lumo_energy_ha": -0.0296,
  "elements": ["C", "C", "C", "N", "N", "O", "S", "H", "H", "H", "H"],
  "coordinates": [[1.003, 0.308, 0.785], [-0.314, 0.429, -0.002], [-0.285, -0.170, -1.392], [0.856, -0.444, 1.958], [-0.269, -0.875, 2.219], [2.034, 0.810, 0.440], [-1.515, -0.578, 1.211], [-0.679, 1.450, 0.016], [-1.281, -0.471, -1.712], [0.369, -1.036, -1.426], [0.081, 0.576, -2.095]],
  "lowdin_charge": [-0.49, -0.40, -0.11, -0.01, -0.38, 0.13, 0.92, 0.11, 0.07, 0.09, 0.09]
}

***

Most stable structure among those shown: run two.